Entry 1:
A molecular structure, C12H18Br27OS in a non-equilibrium geometry, computed with ωB97M-V with the def2-TZVPD basis set.

Its lowest unoccupied orbital energy is -4.663 eV. The value obtained for the energy is -70439.3568 hartree. As for the gap between HOMO and LUMO: 6.85 eV. Its total charge is +1. The HOMO energy is -11.51 eV.

Atoms and positions in Å:
C (2.47058, -1.68761, -3.60028)
C (1.73397, -0.26438, -3.84745)
C (0.53405, -0.14335, -2.80169)
O (-0.68181, 0.33961, -3.49137)
S (-1.51428, -0.86097, -4.25401)
H (1.70640, -2.49783, -3.41741)
H (3.10332, -1.94365, -4.49387)
H (3.09964, -1.57019, -2.66398)
H (1.27428, -0.25381, -4.88058)
H (2.50384, 0.54760, -3.78371)
H (0.76029, 0.47276, -1.89090)
H (0.29075, -1.18502, -2.42331)
H (-1.26562, -2.09833, -3.68386)
H (-1.01967, -0.99438, -5.55642)
C (2.93778, 2.18322, -0.00836)
Br (3.67226, 0.50126, -0.63066)
Br (4.02933, 2.97120, 1.37955)
Br (2.62113, 3.41670, -1.46747)
H (1.96982, 1.96246, 0.43554)
C (1.80468, -0.28246, 3.39192)
Br (0.68878, -0.88730, 1.92704)
Br (3.68295, -0.60577, 3.04604)
Br (1.46167, 1.57196, 3.83274)
H (1.53462, -0.87308, 4.26346)
C (-3.06548, -3.05988, 3.55824)
Br (-2.32040, -4.72651, 2.91122)
Br (-1.99165, -2.29583, 4.97827)
Br (-3.36157, -1.79649, 2.11981)
H (-4.03758, -3.28971, 3.98354)
C (-0.99472, 5.68664, -0.30508)
Br (0.58222, 6.52148, -1.05799)
Br (-0.53434, 4.31932, 0.99054)
Br (-2.21864, 6.99285, 0.43173)
H (-1.51180, 5.19035, -1.12023)
C (-4.91268, 1.63212, -3.84073)
Br (-6.64120, 1.71310, -2.97434)
Br (-3.75092, 3.07014, -3.26795)
Br (-4.06688, -0.10394, -3.61386)
H (-5.08279, 1.76442, -4.90751)
C (3.12712, -4.54813, 4.84493)
Br (3.82457, -3.34827, 6.19587)
Br (3.61755, -6.38816, 5.19599)
Br (1.21329, -4.34344, 4.62007)
H (3.58915, -4.26987, 3.90246)
C (-7.19770, 3.48175, -7.00081)
Br (-6.91579, 4.97174, -5.79745)
Br (-5.57198, 2.45726, -7.26483)
Br (-8.66682, 2.35927, -6.42751)
H (-7.47092, 3.89695, -7.96616)
C (7.77783, -1.12236, 0.06805)
Br (6.45086, -1.50480, -1.29114)
Br (8.05034, 0.78202, 0.28595)
Br (7.35090, -1.98548, 1.74877)
H (8.71739, -1.54256, -0.27727)
C (-2.33525, -1.72162, 9.08515)
Br (-0.73302, -0.89455, 8.37535)
Br (-1.91786, -3.10513, 10.37375)
Br (-3.56012, -0.40827, 9.80934)
H (-2.83985, -2.20308, 8.25289)

Cartesian forces, eV/Å:
C -0.30 1.15 0.09
C -0.21 -1.36 0.45
C 1.91 -1.18 -0.06
O -0.84 -2.11 -0.47
S 1.03 1.04 -0.54
H 0.85 0.74 -0.29
H -0.54 0.19 1.06
H -0.64 -0.38 -1.21
H 0.57 0.06 0.99
H -1.00 -0.56 0.07
H -0.56 -0.10 -1.19
H 0.31 1.20 -0.25
H 0.89 0.72 -0.34
H 0.62 -0.27 1.21
C -0.11 0.08 0.21
Br -0.06 0.36 0.07
Br -0.12 -0.12 -0.41
Br 0.08 -0.29 0.16
H 0.14 0.05 -0.03
C 0.14 0.01 0.14
Br 0.12 0.10 0.15
Br -0.32 0.01 0.05
Br 0.00 -0.31 -0.12
H 0.00 0.04 -0.17
C 0.00 -0.06 0.06
Br -0.06 0.31 0.09
Br -0.12 -0.07 -0.22
Br 0.08 -0.16 0.19
H 0.16 0.05 -0.09
C -0.01 0.07 -0.05
Br -0.30 -0.05 0.16
Br -0.03 0.16 -0.15
Br 0.26 -0.26 -0.10
H 0.09 0.07 0.15
C -0.57 0.36 0.30
Br 0.41 -0.02 -0.15
Br -0.14 -0.35 -0.10
Br -1.79 1.02 0.39
H 0.10 -0.14 0.29
C 0.09 -0.04 -0.02
Br -0.16 -0.19 -0.20
Br -0.12 0.33 -0.03
Br 0.27 0.04 0.04
H -0.09 -0.03 0.16
C -0.27 0.14 0.12
Br 0.00 -0.33 -0.17
Br -0.17 0.13 -0.16
Br 0.31 0.18 -0.10
H 0.11 -0.10 0.14
C 0.06 0.11 0.13
Br 0.26 -0.09 0.10
Br -0.13 -0.34 -0.03
Br 0.00 0.17 -0.27
H -0.18 0.05 0.04
C -0.09 -0.07 0.04
Br -0.21 -0.11 0.08
Br -0.04 0.28 -0.22
Br 0.25 -0.21 -0.11
H 0.10 0.09 0.13

These are the Löwdin partial charges, in e, on atoms 1 to 8: -0.093 -0.199 -0.218 -0.439 0.922 0.070 0.085 0.040

=====

Entry 2:
A molecular structure, C12H18CaF9N3O15 in a non-equilibrium geometry, computed with ωB97M-V with the def2-TZVPD basis set.

Its lowest unoccupied orbital energy is 2.708 eV. The value obtained for the energy is -3336.5175 hartree. As for the gap between HOMO and LUMO: 2.46 eV. Its total charge is -4. The HOMO energy is 0.25 eV.

Atoms and positions in Å:
Ca (1.78710, 12.77488, -18.67845)
N (4.22607, 7.12454, -18.15933)
O (3.62433, 6.03652, -17.93196)
O (5.40724, 7.07278, -18.06762)
O (3.61670, 8.14669, -18.42549)
N (-2.64809, 17.39846, -17.79813)
O (-3.47876, 17.54683, -18.68619)
O (-2.55343, 18.21827, -16.97834)
O (-1.83824, 16.49372, -17.83767)
N (-4.00631, 9.84384, -17.80949)
O (-4.80473, 10.65794, -17.57641)
O (-4.30529, 8.62681, -18.04366)
O (-2.85217, 10.23961, -17.83308)
C (6.66854, 15.21873, -21.52648)
O (7.08905, 13.82483, -21.43791)
O (5.70727, 15.34270, -20.54240)
C (7.69253, 16.45910, -21.64393)
F (7.83761, 17.10975, -20.60297)
F (8.96376, 16.01494, -21.90050)
F (7.42904, 17.34692, -22.56932)
C (7.78078, 13.30324, -22.59573)
C (6.90126, 12.59715, -23.57334)
H (7.59865, 12.11367, -24.25745)
H (6.39114, 11.72838, -23.15726)
H (6.00450, 12.96756, -24.07005)
H (8.46430, 12.53171, -22.24127)
H (8.36821, 13.96775, -23.22932)
H (6.17123, 15.30164, -22.49288)
C (-0.12018, 9.72795, -24.54712)
O (0.69335, 9.34247, -25.66700)
O (0.41079, 10.88655, -23.92515)
C (-1.60346, 9.83749, -25.08713)
F (-1.90124, 10.79722, -25.92194)
F (-1.92750, 8.67979, -25.55092)
F (-2.45835, 9.99966, -24.10109)
C (0.98310, 7.90019, -25.79507)
C (1.97112, 7.71102, -26.99924)
H (1.71010, 8.10892, -27.97988)
H (2.88394, 8.18932, -26.64414)
H (2.09448, 6.64443, -27.18700)
H (0.04357, 7.42586, -26.07863)
H (1.33962, 7.27375, -24.97743)
H (-0.07966, 9.03661, -23.70539)
C (2.65452, 10.94302, -12.25034)
O (1.53820, 10.20641, -11.73988)
O (2.16442, 11.80273, -13.29794)
C (3.46887, 11.59654, -11.04588)
F (4.57509, 12.13763, -11.36756)
F (2.81364, 12.54875, -10.38894)
F (3.89297, 10.72034, -10.14815)
C (1.39088, 8.80564, -11.99977)
C (-0.08404, 8.58281, -11.71820)
H (-0.32667, 8.78083, -10.67416)
H (-0.54365, 9.27477, -12.42392)
H (-0.50710, 7.59746, -11.91365)
H (1.96549, 8.09256, -11.40863)
H (1.47272, 8.67663, -13.07902)
H (3.28989, 10.16787, -12.67874)

Cartesian forces, eV/Å:
Ca -0.10 -0.37 0.00
N -2.48 -2.80 0.79
O -1.27 0.10 -0.22
O 4.83 1.04 -0.04
O -1.03 1.80 -0.54
N 0.03 -1.22 -3.40
O -1.98 -0.50 -1.97
O 0.32 4.83 5.63
O 1.81 -3.04 -0.30
N 2.30 -3.27 -1.07
O -5.89 3.45 1.30
O 0.14 0.43 0.17
O 3.47 -0.61 -0.39
C -4.28 -0.15 1.17
O 2.36 0.86 -1.26
O 2.15 0.88 -1.23
C 0.51 -4.61 -0.92
F -0.05 2.92 5.51
F 0.93 -0.68 -1.01
F -1.06 0.69 -2.20
C -0.79 0.16 0.55
C -1.15 -2.29 -0.30
H -0.15 0.21 -0.71
H 0.31 -0.31 0.82
H 0.62 1.34 -0.26
H 0.18 0.11 0.26
H 0.15 0.86 0.72
H -0.02 -0.12 -0.97
C 1.65 4.04 1.99
O 0.91 -2.35 0.19
O -1.63 -1.92 -1.89
C 2.39 0.84 2.91
F 0.31 0.99 -1.90
F -0.86 -3.10 -2.62
F -1.06 0.68 2.23
C -1.13 1.00 -2.62
C -0.29 0.21 1.27
H -0.49 0.51 0.35
H 0.36 -0.25 -0.44
H 0.36 -0.17 0.33
H -0.24 -0.14 -0.01
H 0.36 0.97 0.74
H -0.54 -1.19 -0.46
C -1.77 1.30 -3.52
O 0.18 -0.36 1.81
O 2.06 -1.50 3.21
C -2.61 -0.75 -0.92
F 3.39 2.15 -2.64
F -1.33 0.54 0.67
F -0.62 -2.31 1.75
C -1.14 0.86 -0.48
C -0.36 0.06 -0.18
H -0.05 0.48 -0.04
H -0.61 0.10 0.52
H 0.49 -0.30 -0.30
H 0.76 0.35 0.01
H 0.74 -0.42 -0.06
H 0.90 -0.04 -0.01

These are the Löwdin partial charges, in e, on atoms 1 to 8: 1.724 -0.717 -0.127 -0.061 -0.090 -0.765 -0.093 -0.043